{"formula": "C2H3N3O3S", "method": "wB97M-V/def2-TZVPD", "lumo_energy_ev": 0.31, "e_tot_ev": -23565.7623, "de_lowest_kj_mol": 291.2, "smiles": "N#CN=C=O.ON(O)S", "symbols": ["N", "C", "N", "C", "O", "O", "N", "O", "S", "H", "H", "H"], "coordinates": [[1.9199, -2.9995, 0.9026], [1.9005, -1.8911, 0.6349], [2.1613, -0.7328, 0.1022], [2.1226, 0.4313, -0.1443], [2.2395, 1.4678, -0.5860], [-2.2227, 0.5352, 0.8108], [-1.0763, 0.4654, 0.0150], [-1.0159, -0.7857, -0.6591], [-1.3078, 1.6714, -1.2414], [-1.9964, 0.1157, 1.6106], [-1.8657, -0.9652, -1.0228], [-0.8590, 2.6876, -0.4225]], "atomic_forces_ev_per_a": [[-0.49, -1.51, 0.84], [0.60, 1.07, -0.84], [-0.17, -0.25, 0.50], [-0.04, -2.40, 0.07], [0.01, 3.09, -0.58], [-1.03, 0.46, -1.76], [0.64, 0.03, -0.51], [1.25, 0.54, 1.10], [0.44, 0.70, 0.70], [0.70, -0.91, 1.73], [-1.56, -0.19, -0.60], [-0.35, -0.64, -0.66]], "lowdin_charge": [0.155, -0.314, 0.196, -0.303, 0.216, -0.090, -0.579, -0.107, 0.791, 0.073, 0.062, -0.099]}